<1>
2 unconnected molecules or ions with the total composition N2O4. Source: OMol25; level of theory: ωB97M-V/def2-TZVPD.

Properties
LUMO energy (alpha / beta)   -0.057 / -0.111 Ha
Frontier orbital gap (alpha / beta)   10.0 / 7.1 eV

The geometry in ORCA input format:
```
! wB97M-V def2-TZVPD RIJCOSX def2/J DEFGRID3
* xyz 0 1
N 1.297 -0.013 -0.040
N -1.871 -0.412 0.069
O 2.067 -0.621 -0.652
O 1.356 0.834 0.784
O -2.225 0.646 -0.358
O -0.646 -0.549 0.197
*
```

For each atom in turn, the natural (NBO) charge in e is: N 0.60; N 0.48; O -0.23; O -0.27; O -0.27; O -0.32

<2>
A molecular structure, N2O4. Source: OMol25; level of theory: ωB97M-V/def2-TZVPD.

Properties
LUMO energy (alpha / beta)   -0.058 / -0.058 Ha
Frontier orbital gap (alpha / beta)   9.9 / 9.9 eV

The geometry in ORCA input format:
```
! wB97M-V def2-TZVPD RIJCOSX def2/J DEFGRID3
* xyz 0 1
N -0.914 -0.063 0.017
N 0.858 0.114 0.084
O -1.347 -1.132 -0.086
O -1.412 0.986 0.031
O 1.478 -1.087 0.011
O 1.338 1.182 -0.057
*
```

For each atom in turn, the natural (NBO) charge in e is: N 0.60; N 0.47; O -0.23; O -0.26; O -0.37; O -0.22

Most stable structure, least stable structure: <2>, <1>.